{
  "formula": "C53H118F6N6P",
  "method": "ωB97M-V/def2-TZVPD",
  "symbols": ["P", "F", "F", "F", "F", "F", "F", "C", "C", "C", "N", "C", "C", "C", "C", "C", "H", "H", "H", "H", "H", "H", "H", "H", "H", "H", "H", "H", "H", "H", "H", "H", "H", "H", "C", "C", "C", "N", "C", "C", "C", "C", "C", "C", "H", "H", "H", "H", "H", "H", "H", "H", "H", "H", "H", "H", "H", "H", "H", "H", "H", "H", "H", "H", "C", "C", "C", "N", "C", "C", "C", "C", "C", "C", "H", "H", "H", "H", "H", "H", "H", "H", "H", "H", "H", "H", "H", "H", "H", "H", "H", "H", "H", "H", "C", "C", "C", "N", "C", "C", "C", "C", "C", "C", "H", "H", "H", "H", "H", "H", "H", "H", "H", "H", "H", "H", "H", "H", "H", "H", "H", "H", "H", "H", "C", "C", "C", "N", "C", "C", "C", "C", "C", "C", "H", "H", "H", "H", "H", "H", "H", "H", "H", "H", "H", "H", "H", "H", "H", "H", "H", "H", "H", "H", "C", "C", "C", "N", "C", "C", "C", "C", "C", "C", "H", "H", "H", "H", "H", "H", "H", "H", "H", "H", "H", "H", "H", "H", "H", "H", "H", "H", "H", "H"],
  "xyz": [[-0.37908, -0.42729, -0.52253], [-0.76525, -0.13286, -2.06039], [0.82526, -1.42881, -1.09206], [0.60670, 0.81951, -0.48855], [0.09906, -0.93437, 0.95251], [-1.58587, 0.50830, -0.00540], [-1.38128, -1.74760, -0.50486], [1.67588, -5.06297, 0.23517], [0.34921, -5.29364, 1.04431], [-0.56780, -4.06555, 1.04073], [-1.55690, -4.12628, 2.19887], [-0.97798, -3.66463, 3.51440], [-2.13637, -5.54107, 2.38283], [-3.63397, -5.38599, 2.79077], [-3.90589, -3.90239, 2.91535], [-2.83864, -3.32241, 1.99640], [2.46384, -4.75895, 0.92616], [1.49725, -4.16810, -0.35978], [2.00715, -5.93782, -0.31236], [0.48287, -5.69235, 2.04834], [-0.11477, -6.10479, 0.48203], [-1.20986, -4.00343, 0.16580], [-0.07562, -3.10121, 1.10999], [-1.66500, -3.95039, 4.30746], [-0.83459, -2.59741, 3.37928], [-0.07913, -4.24604, 3.71531], [-1.53688, -6.00487, 3.15720], [-2.20883, -6.03525, 1.41987], [-3.77027, -5.87346, 3.75436], [-4.27014, -5.85728, 2.04614], [-3.81849, -3.62190, 3.96286], [-4.84290, -3.57944, 2.46843], [-2.68246, -2.24475, 2.04658], [-3.15293, -3.51961, 0.96886], [4.47593, -2.37813, -5.69451], [3.44967, -3.44143, -5.34558], [2.12567, -2.88667, -4.91072], [1.15447, -4.00419, -4.50958], [-0.23304, -3.33121, -4.27380], [-0.87250, -2.95598, -5.63318], [-1.02812, -4.14762, -6.56921], [0.34650, -4.77893, -6.77532], [1.00679, -5.18565, -5.46754], [1.52265, -4.64208, -3.20199], [4.51009, -1.72830, -4.80444], [4.20653, -1.70345, -6.50362], [5.47698, -2.78240, -5.81355], [3.66828, -4.24708, -4.64094], [3.34446, -3.99814, -6.28609], [1.63045, -2.37233, -5.73567], [2.14604, -2.15898, -4.09812], [-0.00410, -2.38714, -3.78632], [-0.87056, -4.03457, -3.74848], [-0.33823, -2.14020, -6.11612], [-1.89642, -2.63751, -5.41597], [-1.45115, -3.77075, -7.50001], [-1.75955, -4.85708, -6.17734], [1.04496, -4.16862, -7.34942], [0.07514, -5.67743, -7.33483], [1.99050, -5.60069, -5.67274], [0.37522, -5.98512, -5.07827], [0.73379, -5.32694, -2.90191], [1.63067, -3.89420, -2.41964], [2.45253, -5.19428, -3.31550], [5.85831, -2.04337, -1.98742], [4.68666, -1.10662, -1.95480], [4.96588, 0.31947, -2.44149], [3.90928, 1.29859, -1.93061], [3.64728, 1.26930, -0.40599], [3.12161, 2.57662, 0.18884], [3.94983, 3.75836, -0.29778], [3.69105, 3.88269, -1.77349], [4.31219, 2.66702, -2.47395], [2.60063, 0.98626, -2.65443], [6.37610, -1.97841, -2.95052], [5.55786, -3.06787, -1.78787], [6.64030, -1.70868, -1.30304], [4.29632, -1.11425, -0.92870], [3.79119, -1.47700, -2.46507], [4.87858, 0.27209, -3.52772], [5.96198, 0.69453, -2.21475], [4.56972, 0.90074, 0.04156], [2.94514, 0.44117, -0.35582], [3.16615, 2.51932, 1.27824], [2.05874, 2.73498, -0.00149], [5.01474, 3.54948, -0.16549], [3.74334, 4.71789, 0.17607], [4.03756, 4.84144, -2.15452], [2.62628, 3.76883, -2.01831], [5.38110, 2.73438, -2.25839], [4.17038, 2.74340, -3.54851], [1.88960, 1.70328, -2.26300], [2.25506, -0.03940, -2.58061], [2.80228, 1.16291, -3.70963], [-1.54424, 8.56727, 3.05914], [-1.09170, 8.19335, 1.64230], [-1.19452, 6.66041, 1.44361], [-0.86890, 6.17977, 0.03208], [-1.19267, 4.66975, 0.13025], [-1.22741, 4.01823, -1.21935], [-2.05131, 4.73457, -2.24264], [-1.63475, 6.19065, -2.45272], [-1.67112, 6.87893, -1.06743], [0.59182, 6.41920, -0.32783], [-1.08398, 9.49199, 3.40134], [-1.16676, 7.81500, 3.75834], [-2.62095, 8.65399, 3.18763], [-0.07409, 8.56691, 1.53515], [-1.74813, 8.61582, 0.88177], [-2.23295, 6.40986, 1.64213], [-0.49706, 6.11776, 2.07851], [-2.17897, 4.51934, 0.57425], [-0.42040, 4.26574, 0.78257], [-1.54325, 2.97410, -1.16429], [-0.14786, 4.00740, -1.42950], [-3.14172, 4.67737, -2.19383], [-1.83733, 4.15837, -3.15094], [-2.24658, 6.68805, -3.19809], [-0.58525, 6.24181, -2.75407], [-2.73575, 6.88835, -0.82191], [-1.31560, 7.90236, -1.15283], [1.13027, 6.03279, 0.53537], [0.63225, 7.50454, -0.36617], [0.91246, 5.99320, -1.27050], [1.86012, 0.54650, 3.15329], [2.47778, -0.07325, 4.42840], [1.56098, -0.14424, 5.64767], [2.13721, -0.90381, 6.82830], [3.50896, -0.46870, 7.30648], [3.54008, 0.92357, 7.90899], [2.72546, 0.89783, 9.22209], [1.30468, 0.50059, 8.81960], [1.14286, -0.77297, 8.00029], [2.24560, -2.37433, 6.54465], [1.84716, 1.61658, 3.37200], [0.82219, 0.23706, 3.01989], [2.37857, 0.36962, 2.21659], [3.30172, 0.61283, 4.64435], [2.99059, -1.02461, 4.26287], [0.59845, -0.60670, 5.44268], [1.46734, 0.88667, 5.98532], [4.12672, -0.77328, 6.45512], [3.84402, -1.22176, 8.02309], [3.21925, 1.70262, 7.22006], [4.53860, 1.16145, 8.27937], [2.75244, 1.85721, 9.73696], [3.14639, 0.23271, 9.98006], [0.95072, 1.34857, 8.22341], [0.60535, 0.42304, 9.65372], [0.13483, -0.93968, 7.62399], [1.36258, -1.65765, 8.60061], [2.92238, -2.56557, 5.71325], [1.24535, -2.75755, 6.35698], [2.69004, -2.89528, 7.38956], [-3.39022, 0.84126, -4.46559], [-4.69639, 0.71744, -3.68231], [-4.37139, 0.79145, -2.21223], [-5.48483, 1.16241, -1.26833], [-6.70105, 0.27757, -1.24330], [-6.37185, -1.15372, -0.79126], [-5.78459, -1.10929, 0.61779], [-4.55121, -0.18498, 0.68008], [-4.84749, 1.23330, 0.14672], [-5.98233, 2.58356, -1.45731], [-2.81358, 1.72043, -4.16758], [-3.53377, 0.90167, -5.54122], [-2.77124, -0.01612, -4.19042], [-5.14751, -0.24615, -3.93214], [-5.46865, 1.42519, -3.99393], [-3.49430, 1.37274, -1.92023], [-4.03059, -0.19672, -1.89107], [-7.07956, 0.25886, -2.26318], [-7.38107, 0.72096, -0.51915], [-5.65455, -1.51551, -1.53875], [-7.14959, -1.90900, -0.89140], [-5.49710, -2.07816, 1.03104], [-6.56202, -0.84863, 1.34206], [-3.68718, -0.59624, 0.16386], [-4.30822, -0.09984, 1.74130], [-3.95848, 1.84973, 0.06195], [-5.59814, 1.65934, 0.80923], [-6.75425, 2.83777, -0.74318], [-6.34332, 2.64471, -2.48444], [-5.08261, 3.19669, -1.46396]],
  "forces_ev_per_angstrom": [[0.0, -2.7, -0.6], [-0.2, 0.2, 0.1], [-0.1, 0.6, -0.1], [0.3, 0.3, 0.3], [-0.4, 1.2, 0.3], [0.3, -0.2, 0.3], [-0.1, 0.9, -0.4], [-0.6, 1.0, 1.7], [0.4, -0.4, -1.3], [-0.5, -0.2, 0.7], [-1.3, -0.3, 0.7], [0.0, -0.9, -0.8], [-1.1, 0.6, 0.0], [0.5, -0.5, 0.7], [0.8, 0.2, -0.5], [0.1, 0.3, -0.7], [0.2, -0.2, -0.1], [0.2, -0.3, -0.5], [-0.1, 0.1, -0.2], [0.4, 0.2, 0.0], [-0.5, 0.0, 0.3], [0.2, -0.2, -0.2], [0.3, -0.1, 0.1], [-0.2, 0.5, 0.0], [0.3, 0.0, 0.5], [0.3, 0.4, -0.2], [0.1, -0.5, -0.4], [1.0, -0.2, 0.1], [-0.3, -0.2, -0.2], [0.0, -0.1, 0.1], [-0.2, 0.5, -0.1], [-0.3, -0.2, 0.5], [0.4, -0.1, 0.2], [0.1, -0.1, 0.0], [0.2, 0.7, 2.1], [-0.3, -0.9, -1.4], [-0.9, -0.5, -1.0], [-1.4, -0.4, 1.3], [0.8, 0.3, -2.2], [-0.9, -0.6, 0.7], [0.7, 1.0, 0.2], [-0.7, -0.5, -0.3], [-0.3, 0.4, -1.4], [0.4, 0.3, 0.1], [0.4, 0.1, -0.1], [-0.2, -0.5, -0.3], [-0.1, 0.0, -0.3], [1.1, 0.5, 0.2], [-0.5, 0.0, 0.1], [0.1, 0.0, 0.0], [0.2, -0.3, 0.3], [-0.2, -0.3, 0.8], [0.1, 0.1, 0.3], [-0.1, 0.1, 0.0], [0.2, 0.5, 0.2], [0.2, -0.2, -0.2], [0.2, -0.2, 0.1], [-0.3, 0.1, -0.3], [0.9, -0.2, -0.1], [0.1, 0.1, 0.3], [0.1, 0.4, 0.9], [0.0, 0.0, -0.2], [0.0, 0.2, -0.2], [0.0, 0.0, 0.0], [0.9, 0.4, -0.8], [-1.2, 0.3, 1.1], [-0.5, -0.9, 0.4], [-0.8, 0.5, -1.5], [0.1, -0.7, -0.9], [0.4, 0.1, 0.6], [-0.2, 0.1, -0.2], [-0.7, -1.2, -0.6], [1.6, 1.1, 0.7], [0.7, 0.5, -0.2], [-0.2, -0.4, -0.1], [0.2, 0.0, 0.1], [-0.2, -0.2, 0.4], [0.3, 0.3, 0.1], [0.4, -0.2, -0.5], [0.0, 0.5, 0.0], [-0.1, 0.0, 0.4], [0.1, 0.5, 0.1], [-0.2, 0.2, 0.5], [0.2, -0.4, 0.0], [0.0, -0.1, -0.4], [0.0, 0.1, 0.2], [-0.2, -0.3, 0.4], [0.3, -0.3, -0.5], [-0.2, 0.7, 0.4], [0.1, -0.1, -0.3], [-0.1, -0.6, 0.0], [-0.3, -0.2, -0.2], [0.1, 0.0, 0.7], [-0.1, 0.2, 0.0], [0.3, -0.3, 0.3], [-0.1, -0.6, 0.1], [0.5, 1.8, -0.4], [-0.7, -1.1, -1.0], [-0.7, 0.4, -0.2], [1.1, -0.2, 0.8], [0.4, 0.0, -2.1], [1.3, -0.7, 1.5], [-1.3, 0.0, -0.6], [-1.0, 0.4, 1.4], [-0.1, 0.1, -0.3], [-0.2, 0.0, 0.1], [0.0, -0.1, -0.1], [0.0, -0.1, -0.4], [0.2, 0.5, 0.1], [0.1, -0.4, 0.0], [-0.2, -0.1, 0.2], [0.2, 0.6, 0.4], [-0.1, -0.1, 0.0], [0.1, 0.0, 0.4], [-0.3, -0.3, -1.2], [0.0, -0.1, 0.8], [-0.1, 0.3, -0.3], [-0.1, 0.3, 0.2], [-0.2, -0.1, -0.6], [0.2, 0.1, 0.7], [0.0, 0.0, 0.3], [0.5, 0.1, -0.3], [0.6, 0.0, 0.0], [-0.3, -0.2, 0.0], [-0.9, 0.1, 1.2], [1.2, -0.1, -0.4], [1.1, 0.4, -0.1], [-0.7, -0.6, 0.9], [0.4, -0.6, -0.8], [0.6, -0.4, 1.3], [-0.6, -0.4, -0.4], [-0.6, 0.8, -0.2], [0.9, -0.6, 0.4], [0.0, 0.1, -0.3], [-0.2, 0.1, -0.4], [0.0, -0.1, -0.1], [0.3, -0.2, 0.2], [0.1, -0.2, 0.4], [-0.4, -0.1, -0.3], [-0.1, 0.1, 0.0], [-0.6, -0.1, 0.2], [0.4, 1.1, -0.1], [-0.5, 0.2, 0.5], [-0.1, 0.1, 0.0], [0.3, -0.1, -0.8], [-0.3, 0.2, -0.4], [0.2, -0.4, -0.4], [-0.3, -0.1, 0.0], [0.1, -0.1, 0.1], [0.0, 0.3, -0.2], [0.1, 0.2, 0.2], [-0.2, 0.2, -0.2], [0.0, -0.1, -0.1], [-0.2, 0.2, 0.2], [0.1, 0.1, 0.3], [-0.3, 0.2, -0.5], [-0.1, -1.1, 0.7], [0.3, 1.4, 2.0], [0.0, -1.3, 0.0], [1.1, 0.0, -0.4], [0.3, -0.2, 0.0], [-0.6, 0.4, 0.3], [-0.7, -1.8, -0.1], [0.9, -0.7, -1.9], [-0.2, 0.1, 0.0], [-0.1, -0.2, 0.0], [0.1, 0.0, -0.3], [0.0, -0.1, 0.2], [0.3, 0.3, 0.0], [-0.3, 0.7, -0.5], [-0.2, 0.0, 0.0], [-0.4, 0.3, 0.1], [-0.2, 0.2, -0.3], [0.3, -0.2, 0.3], [-0.6, 0.7, 0.1], [0.2, -0.2, -0.6], [0.0, 0.7, -0.2], [0.0, -0.2, 0.0], [0.3, 0.3, -0.1], [0.0, 0.1, 0.1], [0.0, 0.4, -0.2], [0.2, 0.0, 0.1], [-0.4, 0.1, 0.2], [-0.2, 0.3, 0.5]],
  "lowdin_charge": [0.214, -0.153, -0.201, -0.136, -0.175, -0.142, -0.189, -0.061, -0.193, -0.116, -0.247, 0.038, -0.065, -0.120, -0.144, -0.125, 0.079, 0.039, 0.083, 0.105, 0.108, 0.123, 0.099, 0.111, 0.103, 0.107, 0.134, 0.134, 0.128, 0.128, 0.120, 0.110, 0.125, 0.136, -0.055, -0.224, -0.114, -0.229, -0.069, -0.171, -0.174, -0.153, -0.100, -0.009, 0.045, 0.094, 0.097, 0.111, 0.121, 0.127, 0.118, 0.114, 0.136, 0.112, 0.118, 0.130, 0.128, 0.125, 0.137, 0.133, 0.147, 0.109, 0.081, 0.109, -0.076, -0.257, -0.096, -0.213, -0.077, -0.162, -0.178, -0.167, -0.105, 0.020, 0.085, 0.086, 0.093, 0.104, 0.081, 0.131, 0.145, 0.144, 0.097, 0.110, 0.095, 0.132, 0.119, 0.137, 0.099, 0.137, 0.141, 0.088, 0.075, 0.112, -0.075, -0.211, -0.125, -0.237, -0.108, -0.187, -0.191, -0.127, -0.096, 0.048, 0.090, 0.079, 0.088, 0.115, 0.108, 0.137, 0.132, 0.135, 0.130, 0.104, 0.108, 0.114, 0.118, 0.137, 0.112, 0.147, 0.133, 0.109, 0.111, 0.094, -0.079, -0.216, -0.110, -0.266, -0.103, -0.137, -0.160, -0.156, -0.092, 0.008, 0.079, 0.059, 0.060, 0.113, 0.103, 0.130, 0.130, 0.133, 0.145, 0.117, 0.134, 0.129, 0.130, 0.116, 0.135, 0.134, 0.137, 0.102, 0.107, 0.119, -0.072, -0.208, -0.146, -0.250, -0.083, -0.136, -0.166, -0.164, -0.084, 0.037, 0.067, 0.091, 0.067, 0.122, 0.115, 0.117, 0.122, 0.145, 0.144, 0.112, 0.135, 0.088, 0.131, 0.076, 0.123, 0.112, 0.139, 0.119, 0.108, 0.096],
  "e_above_lowest_kcal_mol": 0.00,
  "homo_energy_ev": -20.2445,
  "total_energy_ev": -91370.1289,
  "lumo_ev": -8.98,
  "charge": 5
}